18
Properties=species:S:1:pos:R:3:forces:R:3 method="wB97M-V/def2-TZVPD" fmax_ev_per_a=0.97 charge=-1 s_squared=0.76 orbital_gap_ev="5.064 / 4.962" multiplicity=2
Ag -0.157 -0.035 0.000 0.29 0.16 -0.53
P 1.675 1.344 -1.597 0.47 0.07 -0.39
O 0.246 0.723 -1.989 -0.21 0.18 0.15
O 1.531 1.258 0.001 -0.03 0.27 0.18
O 1.790 2.762 -2.075 -0.25 0.29 0.18
O 2.758 0.401 -2.027 0.45 -0.65 -0.22
O -1.299 1.762 1.063 -0.85 0.15 0.45
H -1.232 2.709 0.921 0.31 0.14 -0.23
H -1.741 1.648 1.907 0.04 0.12 0.22
O 0.615 -0.699 2.182 -0.17 -0.14 0.42
H 0.465 -1.190 2.991 0.06 -0.12 0.13
H 1.497 -0.322 2.235 0.16 0.23 -0.28
O 0.591 -2.138 -0.851 -0.03 -0.81 0.24
H 1.319 -2.235 -1.472 0.17 0.49 -0.21
H 0.019 -2.899 -0.962 0.03 -0.18 -0.14
O -2.317 -1.016 -0.026 -0.39 -0.38 0.32
H -2.751 -1.603 -0.649 0.02 -0.01 -0.24
H -3.011 -0.470 0.348 -0.04 0.20 -0.06